(1)
A cluster of 4 separate species, C17H19F25NO3P in total, computed with wB97M-V/def2-TZVPD.

Last column: Mulliken charge in e.
Cartesian coordinates (Å):
F: -1.189 2.827 2.828  -0.2311
C: -0.738 1.643 2.357  0.2281
F: -0.364 0.921 3.448  -0.2729
C: 0.432 1.804 1.392  0.9336
F: 1.520 2.332 2.013  -0.2994
F: 0.814 0.554 0.978  -0.1756
C: 0.124 2.625 0.130  -1.0106
O: 0.504 4.004 0.164  -0.4134
C: -0.430 4.879 0.795  0.8257
F: -1.597 4.220 0.984  -0.2744
F: -0.697 5.855 -0.116  -0.2817
C: 0.119 5.511 2.080  0.1513
F: 0.496 4.569 2.982  -0.2104
F: -0.825 6.275 2.692  -0.2652
H: -1.573 1.117 1.885  0.0274
H: 0.737 2.198 -0.673  0.5777
H: -0.909 2.494 -0.215  0.4027
H: 0.989 6.141 1.868  0.2341
F: -3.485 4.039 -3.969  -0.1715
C: -3.531 4.521 -5.231  0.0791
F: -4.803 4.314 -5.668  -0.2875
C: -2.528 3.840 -6.155  0.8720
F: -2.812 2.519 -6.312  -0.2699
F: -2.656 4.394 -7.403  -0.3315
C: -1.056 3.993 -5.741  -0.6675
O: -0.487 2.904 -5.008  -0.4141
C: -0.741 2.915 -3.604  0.9067
F: -1.251 4.121 -3.255  -0.2898
F: 0.480 2.841 -3.006  -0.3060
C: -1.612 1.739 -3.145  0.1423
F: -2.805 1.714 -3.793  -0.2177
F: -1.895 1.828 -1.818  -0.3073
H: -3.367 5.603 -5.195  0.2685
H: -0.475 4.021 -6.672  0.4030
H: -0.852 4.959 -5.263  0.3060
H: -1.110 0.784 -3.328  0.2569
F: 3.310 -6.495 1.343  -0.1848
C: 3.562 -7.312 2.391  0.0802
F: 2.724 -8.375 2.251  -0.2837
C: 3.340 -6.626 3.734  0.8830
F: 2.036 -6.282 3.908  -0.2629
F: 3.617 -7.534 4.724  -0.3357
C: 4.223 -5.395 3.988  -0.6878
O: 3.631 -4.122 3.712  -0.3856
C: 3.683 -3.707 2.348  0.6251
F: 4.530 -4.518 1.670  -0.2792
F: 4.270 -2.479 2.356  -0.2943
C: 2.296 -3.612 1.700  0.4258
F: 1.630 -4.793 1.761  -0.1629
F: 2.393 -3.290 0.382  -0.2991
H: 4.587 -7.687 2.300  0.2680
H: 4.417 -5.371 5.068  0.4048
H: 5.217 -5.490 3.534  0.3245
H: 1.682 -2.854 2.197  0.2780
N: 0.166 -1.894 1.149  -0.5646
P: -0.873 -3.149 0.424  0.0483
C: -2.710 -2.972 0.918  -0.6869
C: -3.251 -1.422 1.025  -0.2041
F: -2.682 -0.700 -0.170  -0.2421
H: -0.305 -1.357 1.910  0.1835
H: 0.623 -1.278 0.441  0.2665
H: -0.847 -2.947 -1.030  0.0375
H: -3.005 -3.571 1.899  0.3199
H: -3.341 -3.475 0.038  0.2887
H: -4.444 -1.417 0.970  0.3026
H: -2.910 -0.895 2.031  0.2197

Its HOMO-LUMO gap is 0.3097 Ha. Its SMILES is FC(F)C(F)(F)COC(F)(F)C(F)F.FC(F)C(F)(F)COC(F)(F)C(F)F.FC(F)C(F)(F)COC(F)(F)C(F)F.NPCCF. The spin multiplicity is 1. The net charge is 0.



(2)
A cluster of 2 separate species, C17H22F3N3O5 in total, computed with wB97M-V/def2-TZVPD.

Last column: Mulliken charge in e.
Cartesian coordinates (Å):
O: 0.196 0.723 3.057  -0.4680
N: 0.660 0.692 1.975  0.0514
O: 0.418 -0.500 1.371  0.2940
C: 0.466 -0.405 -0.032  -1.9606
C: -0.596 0.543 -0.701  2.0692
C: -1.822 0.965 0.109  -0.9616
C: -2.961 -0.075 0.199  -1.4327
C: -2.475 -1.360 0.873  0.6360
C: -2.163 -2.503 0.141  -0.2246
C: -1.676 -3.633 0.799  -0.6606
C: -1.521 -3.601 2.176  -0.5104
C: -1.832 -2.462 2.905  -0.5309
C: -2.318 -1.330 2.260  -0.2245
C: -0.971 -0.141 -2.066  -0.9567
C: -1.320 1.106 -2.943  -1.0410
N: -0.667 2.304 -2.288  0.0419
C: 0.306 1.674 -1.320  -1.0538
C: 0.998 2.657 -0.394  -1.0814
C: 2.478 2.328 -0.093  -0.6657
C: 3.261 1.821 -1.248  0.3785
F: 3.102 2.381 -2.497  -0.3956
C: 4.143 0.800 -1.146  0.2803
F: 5.391 0.882 -1.557  -0.2512
F: 3.873 -0.361 -0.613  -0.0921
H: 0.322 -1.420 -0.397  0.5884
H: 1.471 -0.108 -0.345  0.3956
H: -2.254 1.847 -0.399  0.5131
H: -1.588 1.291 1.123  0.3865
H: -3.416 -0.309 -0.768  0.4347
H: -3.764 0.305 0.837  0.5423
H: -2.282 -2.453 -0.937  0.3392
H: -1.420 -4.492 0.188  0.4100
H: -1.117 -4.476 2.673  0.3507
H: -1.691 -2.410 3.978  0.3742
H: -2.535 -0.424 2.816  0.3890
H: -1.902 -0.702 -2.097  0.4195
H: -0.159 -0.749 -2.461  0.4482
H: -0.919 1.098 -3.959  0.4259
H: -2.374 1.368 -3.022  0.4180
H: -1.309 2.977 -1.870  0.4175
H: -0.066 2.892 -2.871  0.4600
H: 0.919 1.091 -2.010  0.9237
H: 0.972 3.649 -0.871  0.6090
H: 0.449 2.770 0.544  0.2273
H: 2.950 3.244 0.286  0.4921
H: 2.603 1.598 0.714  0.1946
N: 3.042 -2.280 2.476  0.7429
O: 1.926 -1.740 2.223  -0.4478
O: 4.069 -1.575 2.486  -0.6500
O: 3.107 -3.497 2.697  -0.6444

Its HOMO-LUMO gap is 0.1977 Ha. The spin multiplicity is 1. The net charge is 0.



| no. | E_LUMO (Ha) | maximum force (hartree/bohr) | E (Eh) |
| --- | --- | --- | --- |
| 1 | 0.01662 | 0.0617 | -3777.5560 |
| 2 | -0.04125 | 0.0477 | -1500.6387 |